Density functional theory data (ωB97M-V/def2-TZVPD) for a cluster of 2 separate species, C30H34N2O4 in total at a distorted geometry.

Output
**HOMO**: -6.863 eV
**Kohn-Sham gap**: 6.0 eV
**SMILES**: CN(C)c1ccc(C=C2C(=O)c3ccccc3C2=O)cc1.COC(=O)[C@@H]1CCCN1C1=CCCCC1
**Total energy**: -1573.9752 Ha

CARTESIAN COORDINATES (ANGSTROEM)
C (0.99619, -1.61129, -3.96318)
O (0.91844, -2.13961, -2.63420)
C (0.41951, -3.37881, -2.61928)
O (0.13432, -3.99696, -3.63084)
C (0.16456, -3.90471, -1.21374)
C (0.61214, -5.36340, -1.14126)
C (-0.57001, -6.11696, -1.74061)
C (-1.80406, -5.23461, -1.45965)
N (-1.27326, -3.93047, -1.13055)
C (-2.06412, -2.88441, -0.77598)
C (-1.57106, -1.64114, -0.38337)
C (-2.49575, -0.53328, -0.08253)
C (-3.80732, -0.65599, -0.86719)
C (-4.45869, -2.00449, -0.58450)
C (-3.53689, -3.18829, -0.91212)
H (1.43406, -0.62937, -3.83235)
H (1.61607, -2.27411, -4.57600)
H (-0.01368, -1.53915, -4.37893)
H (0.64029, -3.22134, -0.49850)
H (1.55627, -5.53089, -1.66380)
H (0.74249, -5.63535, -0.08984)
H (-0.44004, -6.18600, -2.82573)
H (-0.68784, -7.11982, -1.32073)
H (-2.47830, -5.21603, -2.33508)
H (-2.38116, -5.64623, -0.61373)
H (-0.50069, -1.49177, -0.39542)
H (-2.72490, -0.50596, 0.99374)
H (-2.01142, 0.41636, -0.31342)
H (-4.49716, 0.14870, -0.60113)
H (-3.56842, -0.54667, -1.93175)
H (-4.73287, -2.05991, 0.47868)
H (-5.39202, -2.10070, -1.15321)
H (-3.75350, -3.50305, -1.95286)
H (-3.79871, -4.04555, -0.26435)
C (2.46471, 3.22651, 6.62394)
N (2.75621, 3.19979, 5.19910)
C (3.39366, 4.43250, 4.74341)
C (1.91860, 2.47552, 4.32641)
C (0.75968, 3.06429, 3.77826)
C (0.11140, 2.46341, 2.71323)
C (0.56979, 1.23954, 2.16102)
C (0.12294, 0.78421, 0.85031)
C (0.19350, 1.64699, -0.21477)
C (0.02958, 1.30206, -1.65780)
O (-0.31421, 0.21699, -2.13663)
C (0.38753, 2.51121, -2.43491)
C (0.77825, 3.52728, -1.56123)
C (1.25108, 4.75197, -2.02002)
C (1.38677, 4.92187, -3.40267)
C (0.96375, 3.91429, -4.29672)
C (0.42952, 2.71046, -3.81873)
C (0.62191, 3.08795, -0.15875)
O (0.79764, 3.85346, 0.79510)
C (1.56901, 0.54255, 2.88159)
C (2.24423, 1.15334, 3.93030)
H (2.15166, 2.23268, 6.96427)
H (3.38196, 3.52375, 7.14586)
H (1.67945, 3.96567, 6.86318)
H (3.85874, 4.28000, 3.76136)
H (2.68339, 5.27435, 4.68094)
H (4.16918, 4.69761, 5.47208)
H (0.44169, 4.04192, 4.14571)
H (-0.80138, 2.91364, 2.33044)
H (-0.03638, -0.27410, 0.71678)
H (1.50536, 5.52442, -1.29686)
H (1.81747, 5.84721, -3.78613)
H (1.05725, 4.08379, -5.37169)
H (0.05392, 1.93294, -4.48074)
H (1.84749, -0.45738, 2.54524)
H (3.08228, 0.65856, 4.42256)

---

Density functional theory data (ωB97M-V/def2-TZVPD) for a cluster of 9 separate species, C27H64F6N8O7P in total at a distorted geometry.

Output
**HOMO**: -6.379 eV
**Total charge**: -1
**Kohn-Sham gap**: 8.5 eV
**Total energy**: -2972.7442 Ha

CARTESIAN COORDINATES (ANGSTROEM)
P (-21.41097, 6.59885, -4.88228)
F (-22.45883, 6.61528, -3.65010)
F (-22.18905, 7.81887, -5.61907)
F (-20.51245, 7.67203, -4.06765)
F (-20.33546, 6.53951, -6.08438)
F (-20.67557, 5.35314, -4.14972)
F (-22.38577, 5.60998, -5.74218)
C (-24.37778, 4.34468, -8.70649)
C (-25.62174, 5.16636, -8.92553)
N (-25.20842, 6.52076, -9.34408)
C (-24.86420, 7.25504, -8.10090)
C (-24.52134, 8.72525, -8.25082)
C (-26.26547, 7.17970, -10.09924)
C (-26.30510, 6.64708, -11.52917)
H (-24.47636, 3.27497, -8.50443)
H (-23.68909, 4.69869, -7.93942)
H (-23.79580, 4.40968, -9.63325)
H (-26.25854, 4.69730, -9.67567)
H (-26.25408, 5.26044, -8.02962)
H (-25.79078, 7.15343, -7.51344)
H (-24.05801, 6.72561, -7.60970)
H (-25.37311, 9.34765, -8.51656)
H (-24.09477, 9.05507, -7.30322)
H (-23.74670, 8.85721, -9.01115)
H (-26.04757, 8.24928, -10.14597)
H (-27.26209, 7.16854, -9.62120)
H (-26.52759, 5.58535, -11.62094)
H (-25.38903, 6.89264, -12.06120)
H (-27.13048, 7.14134, -12.05870)
C (-23.76654, 10.15687, -0.33986)
O (-24.25235, 10.65430, -1.34037)
N (-23.11756, 8.98180, -0.31338)
C (-22.66508, 8.39536, 0.93666)
C (-22.87771, 8.17774, -1.50198)
H (-23.76466, 10.67430, 0.63303)
H (-23.31870, 7.55849, 1.18872)
H (-22.54962, 9.11258, 1.74686)
H (-21.65271, 8.00409, 0.79878)
H (-22.87645, 8.80015, -2.38967)
H (-21.90674, 7.69697, -1.41704)
H (-23.63278, 7.39990, -1.61400)
C (-16.95204, 5.38708, -5.84953)
O (-16.60030, 4.23618, -5.94614)
N (-16.78023, 6.16613, -4.74871)
C (-17.25735, 7.54890, -4.73348)
C (-15.85008, 5.77394, -3.70421)
H (-17.49102, 5.91215, -6.65421)
H (-16.41434, 8.23836, -4.79511)
H (-17.90165, 7.60979, -3.85404)
H (-17.91361, 7.66322, -5.59518)
H (-15.66704, 4.70920, -3.83636)
H (-14.92577, 6.35119, -3.78208)
H (-16.33002, 5.97569, -2.74478)
C (-20.43519, 8.87699, -7.87769)
O (-19.70165, 9.83129, -7.74373)
N (-20.73211, 8.28944, -9.05995)
C (-21.57518, 7.09978, -9.12010)
C (-20.08846, 8.62954, -10.32169)
H (-20.96647, 8.35476, -7.06561)
H (-20.96417, 6.20218, -8.98868)
H (-22.17333, 6.97103, -10.01846)
H (-22.21582, 7.19276, -8.25204)
H (-19.27718, 7.92882, -10.53844)
H (-20.88574, 8.60550, -11.06362)
H (-19.63320, 9.61826, -10.33236)
C (-18.26265, 3.14729, -2.86727)
O (-17.58239, 2.45116, -3.57998)
N (-17.93527, 3.34388, -1.55593)
C (-18.52169, 4.45118, -0.81154)
C (-16.70641, 2.84724, -1.01401)
H (-19.20979, 3.61770, -3.15215)
H (-18.64174, 4.09916, 0.21824)
H (-19.45263, 4.78370, -1.26174)
H (-17.83123, 5.30066, -0.73811)
H (-15.94263, 3.62660, -0.92512)
H (-16.82976, 2.50124, 0.01767)
H (-16.36058, 2.01042, -1.60883)
C (-20.40918, 12.96867, -4.76390)
O (-19.19827, 13.02850, -4.83363)
N (-21.12355, 11.89513, -4.37530)
C (-22.54390, 11.95143, -4.12120)
C (-20.54083, 10.56148, -4.31782)
H (-21.07196, 13.82016, -5.00302)
H (-23.00164, 12.87352, -4.47482)
H (-22.80761, 11.76837, -3.07673)
H (-23.01228, 11.12929, -4.67593)
H (-20.85986, 10.00040, -3.44860)
H (-20.85136, 10.06752, -5.24481)
H (-19.46678, 10.54906, -4.48834)
C (-19.51704, 2.61470, -6.49694)
O (-18.52918, 2.02430, -6.15776)
N (-20.16155, 2.43058, -7.68429)
C (-19.78938, 1.27500, -8.48042)
C (-21.48258, 3.00284, -7.90052)
H (-20.01658, 3.35052, -5.84886)
H (-20.66731, 0.62762, -8.56996)
H (-18.93030, 0.79654, -8.02167)
H (-19.51232, 1.56244, -9.50041)
H (-21.47935, 4.05946, -7.63373)
H (-21.65080, 2.97789, -8.97777)
H (-22.25307, 2.49133, -7.32022)
C (-21.27453, 2.25491, -0.87754)
O (-21.20732, 1.23900, -1.51816)
N (-22.04268, 3.31913, -1.19678)
C (-22.10033, 4.46671, -0.30431)
C (-22.86528, 3.47395, -2.38106)
H (-20.68611, 2.45927, 0.02862)
H (-23.10987, 4.48085, 0.10781)
H (-21.77975, 5.41472, -0.72522)
H (-21.40016, 4.24283, 0.50553)
H (-23.89783, 3.60733, -2.03934)
H (-22.57834, 4.41893, -2.85081)
H (-22.81560, 2.73087, -3.16922)

---

Density functional theory data (ωB97M-V/def2-TZVPD) for the ion C3H6O3P with charge -1 at a distorted geometry.

Output
**HOMO**: -4.572 eV
**Total charge**: -1
**Kohn-Sham gap**: 8.8 eV
**SMILES**: C=CO[P@@](C)(=O)[O-]
**Total energy**: -685.1009 Ha

CARTESIAN COORDINATES (ANGSTROEM)
C (2.64812, 0.76156, -0.05573)
C (1.30237, 0.59852, 0.10807)
C (-1.76982, -1.43093, 0.03170)
O (-1.18306, 1.05413, 1.02150)
O (-1.99416, 0.94669, -1.49757)
O (0.49851, 0.11365, -0.78117)
P (-1.24206, 0.41017, -0.31485)
H (3.27542, 1.08368, 0.79601)
H (3.24936, 0.71507, -0.91725)
H (0.90726, 0.82768, 1.05639)
H (-2.47334, -1.82758, -0.70316)
H (-0.96840, -2.01284, 0.24192)
H (-2.25020, -1.23980, 1.01414)

---

Question: The highest total energy belongs to which entry?
Answer: C3H6O3P